# 1
# C41H57As3N4Tl

C41H57As3N4Tl as an isolated structure in a non-equilibrium geometry (ωB97M-V/def2-TZVPD, the OMol25 dataset).

Structure (XYZ):
```
106
Properties=species:S:1:pos:R:3:forces:R:3:lowdin_charge:R:1
Tl 0.22417 -0.00140 0.72499 -0.20 -1.15 0.34 0.838
C -3.76256 0.62624 3.60800 0.02 0.06 -0.03 -0.027
C -2.64633 0.94489 2.81228 0.01 -0.12 0.12 -0.122
N -1.62993 0.13312 2.62776 -0.15 0.22 0.08 0.068
C -1.62769 -1.06392 3.27305 0.15 0.15 0.02 -0.200
C -2.71120 -1.47935 4.07811 -0.03 -0.05 0.06 -0.171
C -3.79792 -0.58930 4.22158 -0.03 -0.04 0.03 0.006
C -2.69049 -2.74914 4.69807 -0.02 0.04 -0.02 -0.039
C -1.62115 -3.57026 4.48736 0.09 -0.01 -0.04 -0.058
C -0.52853 -3.15560 3.70122 -0.07 -0.05 -0.03 -0.033
C -0.47680 -1.90266 3.11954 0.00 -0.15 -0.07 -0.265
N 0.59025 -1.45229 2.36268 0.10 0.21 -0.05 -0.043
C 1.89350 -1.79120 2.67656 -0.13 0.08 0.08 -0.233
C 2.33002 -2.25003 3.90369 0.07 -0.08 0.05 -0.016
C 3.67495 -2.61094 4.12684 -0.11 0.03 0.01 -0.058
C 4.62049 -2.48516 3.15173 0.02 0.01 -0.05 -0.039
C 4.24632 -1.90718 1.91774 0.06 -0.06 0.01 -0.156
C 5.17506 -1.61335 0.89561 0.03 0.01 0.03 0.009
C 4.77113 -0.95217 -0.22882 -0.01 0.04 -0.01 -0.024
C 3.41664 -0.60153 -0.34635 0.06 -0.02 0.10 -0.142
N 2.51880 -0.92301 0.55314 0.03 0.15 -0.33 0.034
C 2.89987 -1.55913 1.68574 -0.06 0.05 -0.04 -0.171
H -4.56946 1.33861 3.70722 0.01 0.01 0.02 0.113
H -2.60261 1.90807 2.32449 -0.02 0.02 -0.08 0.088
H -4.64781 -0.88941 4.82321 0.02 0.02 0.01 0.127
H -3.51694 -3.04826 5.32972 -0.01 0.00 -0.03 0.117
H -1.59444 -4.55308 4.94095 0.00 0.01 -0.02 0.113
H 0.30328 -3.83224 3.55831 -0.01 -0.01 0.04 0.119
H 1.62364 -2.34350 4.71614 0.03 -0.05 0.00 0.113
H 3.95241 -2.99444 5.10041 -0.02 -0.01 -0.01 0.113
H 5.64615 -2.79020 3.31319 0.00 0.05 0.01 0.116
H 6.21385 -1.88744 1.03593 -0.01 0.01 0.00 0.127
H 5.46982 -0.67104 -1.00454 -0.01 -0.02 0.00 0.114
H 3.07480 -0.01284 -1.18865 0.01 0.01 -0.02 0.071
C -3.19021 -2.34203 0.76133 -0.06 0.01 0.11 -0.249
As -1.56951 -2.01788 -0.25736 -0.14 0.21 -0.09 1.129
C -0.82523 -3.80578 -0.22545 0.19 -0.03 0.08 -0.260
C -2.49235 -1.84122 -1.99016 0.16 0.13 -0.17 -0.316
C -1.76734 -1.80666 -3.34878 0.07 -0.06 0.03 -0.652
C -0.96876 -3.10408 -3.52521 -0.03 0.05 0.01 -0.074
C -0.85463 -0.58978 -3.52542 -0.09 -0.02 -0.03 -0.356
As 0.78316 -0.46661 -2.44671 0.08 -0.01 -0.15 1.118
C 1.43680 1.22019 -3.20338 0.07 0.05 0.07 -0.274
C 2.00016 -1.62047 -3.45978 -0.04 -0.12 -0.03 -0.292
C -2.83304 -1.79546 -4.47045 -0.03 -0.11 0.11 -0.384
As -4.14624 -0.37566 -4.91879 -0.01 0.02 -0.08 1.145
C -2.96519 1.05524 -5.56383 0.02 0.07 -0.03 -0.347
C -4.63242 0.47385 -3.21768 -0.01 0.03 0.07 -0.354
H -3.76850 -1.42195 0.84977 0.01 0.00 0.00 0.041
H -2.93363 -2.69388 1.75774 -0.01 -0.04 -0.02 0.020
H -3.78863 -3.09976 0.25582 0.00 0.01 -0.03 0.046
H -1.46096 -4.48426 -0.79166 -0.01 0.00 0.00 0.043
H -0.78625 -4.11811 0.81825 -0.01 0.00 0.00 0.027
H 0.18519 -3.82285 -0.62871 0.00 0.01 -0.01 0.028
H -3.08498 -0.93663 -1.85811 -0.05 0.00 -0.02 0.039
H -3.18932 -2.68367 -2.00079 -0.03 0.00 0.04 0.089
H -0.19840 -3.20498 -2.76032 0.00 -0.03 -0.02 0.035
H -0.48131 -3.12932 -4.50173 0.01 0.00 0.02 0.096
H -1.62621 -3.97372 -3.45494 0.01 0.01 -0.01 0.095
H -1.41944 0.32093 -3.31554 0.02 0.03 -0.01 0.042
H -0.52779 -0.52355 -4.56681 -0.06 -0.01 -0.03 0.085
H 0.79444 1.54403 -4.02192 0.01 0.00 -0.02 0.034
H 2.44479 1.07061 -3.58871 0.00 -0.01 -0.01 0.032
H 1.45982 1.98616 -2.43248 0.01 0.00 0.00 0.000
H 1.83162 -1.48809 -4.52860 0.02 -0.01 -0.01 0.040
H 1.87904 -2.67002 -3.20334 0.01 0.01 0.00 0.018
H 3.02211 -1.32718 -3.22457 0.01 0.02 0.00 0.017
H -3.44857 -2.69322 -4.35788 -0.01 0.00 0.00 0.063
H -2.31586 -1.92292 -5.42754 0.01 -0.02 0.00 0.070
H -2.24726 0.65025 -6.27732 -0.01 0.00 0.01 0.020
H -2.43164 1.56822 -4.76405 0.01 -0.02 -0.01 0.001
H -3.58073 1.78499 -6.08891 0.00 -0.01 0.00 0.017
H -5.12436 -0.23604 -2.55317 0.00 0.00 -0.01 0.019
H -5.35228 1.25698 -3.45759 0.01 0.00 0.00 0.022
H -3.78251 0.93250 -2.71188 0.00 -0.01 0.01 -0.012
C 4.26107 1.68599 3.15155 -0.02 0.04 -0.03 -0.028
C 3.42311 2.50211 2.20234 -0.02 0.01 0.08 -0.253
C 3.79906 3.78561 1.82674 -0.01 -0.02 0.04 -0.012
C 2.99296 4.52221 0.97128 -0.06 0.05 0.00 -0.255
C 3.35953 5.93355 0.58999 -0.04 -0.03 0.04 -0.042
C 1.82915 3.95751 0.45388 0.13 -0.09 -0.14 -0.003
C 1.45381 2.64209 0.74931 0.02 0.05 -0.22 -0.284
C 2.25245 1.97080 1.68395 -0.23 0.01 0.11 -0.045
N 0.38741 1.97412 0.07713 0.05 0.64 0.37 -0.089
C -0.84979 2.73444 -0.27843 0.07 -0.07 -0.19 -0.600
C -1.27333 3.69865 0.83830 0.03 0.00 -0.02 -0.028
C -0.69144 3.49205 -1.61240 0.00 -0.02 0.05 -0.032
C -1.97006 1.72947 -0.54532 0.06 -0.04 0.16 -0.095
H 4.74468 2.31948 3.89492 0.00 -0.02 0.00 0.084
H 5.04673 1.15830 2.60460 0.00 0.00 0.02 0.082
H 3.66071 0.93651 3.67087 0.01 0.00 -0.01 0.077
H 4.69843 4.22843 2.24018 0.01 -0.02 -0.06 0.120
H 4.37823 6.17065 0.89289 -0.01 0.00 -0.01 0.077
H 2.69065 6.65054 1.07095 0.01 0.00 0.00 0.087
H 3.27930 6.08161 -0.48752 0.01 0.01 0.01 0.081
H 1.23979 4.56414 -0.21215 0.01 0.02 -0.05 0.092
H 1.92984 1.02219 2.10280 0.10 -0.03 0.00 0.066
H -0.72179 4.63591 0.80038 -0.01 -0.01 0.02 0.081
H -1.08594 3.25577 1.81729 -0.02 0.00 0.02 0.082
H -2.33609 3.93675 0.75035 0.03 0.01 -0.02 0.094
H 0.21768 4.07949 -1.67406 0.02 0.02 -0.02 0.069
H -1.53912 4.16914 -1.74210 0.01 -0.03 -0.02 0.098
H -0.68606 2.79054 -2.44827 -0.02 0.02 0.01 0.062
H -2.29491 1.22034 0.36177 -0.03 -0.02 0.00 0.039
H -1.62418 0.97763 -1.25906 -0.05 0.02 -0.07 0.026
H -2.83673 2.23496 -0.97238 0.01 0.00 0.00 0.099
```
Positions in Å, forces in eV/Å.

Values from the calculation:
- lowest unoccupied orbital energy (eV) = -2.71
- Kohn-Sham gap (eV) = 6.88
- HOMO level (eV) = -9.59
- net charge = +1

***

# 2
# H3NO2Si

One molecule with the formula H3NO2Si in a non-equilibrium geometry (ωB97M-V/def2-TZVPD, the OMol25 dataset).

Structure (XYZ):
```
7
Properties=species:S:1:pos:R:3:forces:R:3:nbo_charge:R:1
N 1.86454 -0.52032 0.11638 0.78 2.42 -0.56 0.468
O 2.84953 0.06091 -0.04354 -2.64 -1.33 0.39 -0.157
O 0.58558 0.53267 -0.05610 2.83 -1.05 0.72 -0.904
Si -0.97765 0.04754 -0.01213 -1.00 -0.27 1.56 1.197
H -1.73171 -0.39724 1.34610 1.15 0.53 -1.35 -0.202
H -1.48211 1.34035 -0.42999 -0.80 0.20 -0.26 -0.187
H -1.10819 -1.06390 -0.92072 -0.32 -0.51 -0.50 -0.215
```
Positions in Å, forces in eV/Å.

Values from the calculation:
- lowest unoccupied orbital energy (eV) = -0.96
- Kohn-Sham gap (eV) = 9.62
- HOMO level (eV) = -10.57
- SMILES = O=NO[SiH3]
- net charge = 0

***

# 3
# C4H6DyO2

C4H6DyO2 as an isolated structure in a non-equilibrium geometry (ωB97M-V/def2-TZVPD, the OMol25 dataset).

Structure (XYZ):
```
13
Properties=species:S:1:pos:R:3:forces:R:3:lowdin_charge:R:1
O -2.85514 0.89251 -0.54291 0.61 0.44 -0.26 -0.032
C -1.68576 0.16152 -0.63198 -0.36 0.26 0.59 -0.233
C -0.65861 0.29157 0.22183 0.47 1.16 -1.65 -0.296
C 0.45474 -0.71565 0.23982 -0.16 0.33 2.14 -0.242
C 1.90550 -0.21236 0.15504 0.38 -1.24 -0.75 -0.347
O 2.11849 1.01507 0.79726 -0.86 1.32 0.09 -0.466
Dy 0.57308 2.31076 0.75749 -0.34 -1.61 -0.07 1.834
H -3.50445 0.41225 -0.02258 -0.10 -0.13 0.04 0.108
H -1.67084 -0.54870 -1.47381 0.03 -0.03 0.50 0.137
H 0.31706 -1.49078 -0.53738 -0.15 -0.08 0.86 0.134
H 0.25890 -0.97562 1.35361 0.75 -1.03 -1.76 0.149
H 2.18371 -0.15709 -0.91949 0.00 0.18 0.47 0.124
H 2.56329 -0.98348 0.60311 -0.27 0.41 -0.20 0.131
```
Positions in Å, forces in eV/Å.

Values from the calculation:
- 2S+1 = 6
- lowest unoccupied orbital energy (alpha / beta) (eV) = -5.54 / -5.89
- Kohn-Sham gap (alpha / beta) (eV) = 7.28 / 6.66
- HOMO level (alpha / beta) (eV) = -12.82 / -12.54
- net charge = +1

***

# 4
# C22H72N4O14

A 14-piece molecular cluster, C22H72N4O14 overall in a non-equilibrium geometry (ωB97M-V/def2-TZVPD, the OMol25 dataset).

Structure (XYZ):
```
112
Properties=species:S:1:pos:R:3:forces:R:3:lowdin_charge:R:1
C 1.70870 3.83848 0.25256 0.46 2.17 -0.43 -0.070
C 2.50470 4.77948 1.19856 1.59 -0.53 -1.62 -0.321
O 1.71970 4.97248 2.30456 1.23 -1.32 2.80 -0.059
H 1.39770 2.96248 0.77456 0.16 -0.60 0.12 0.027
H 2.11970 3.65448 -0.74644 0.13 -0.20 0.37 0.072
H 0.81770 4.42648 0.07756 -0.51 -0.04 -0.31 0.049
H 2.74770 5.80748 0.77956 -0.04 -1.32 -0.16 0.127
H 3.47270 4.29648 1.53356 -1.00 0.59 -0.26 0.118
H 1.01170 5.51748 2.09856 -2.05 1.54 -0.65 0.050
C -1.85930 4.95048 -0.65844 0.99 -0.89 1.05 -0.061
C -1.63430 3.44648 -0.58344 -1.32 -0.11 0.73 -0.310
O -2.71430 2.70948 -1.15344 0.62 0.10 -0.41 -0.096
H -1.17530 5.44948 0.04256 -0.26 0.00 -0.08 0.064
H -2.85630 5.19748 -0.43244 -1.37 0.17 0.79 0.057
H -1.71830 5.38448 -1.59944 0.60 0.31 -1.72 0.054
H -1.61430 3.13148 0.46456 0.24 0.37 0.37 0.087
H -0.69330 3.14748 -0.98144 0.78 -0.14 -0.75 0.071
H -2.34530 1.79948 -1.21944 -0.41 0.43 -0.07 0.034
C -5.67230 0.08448 1.18856 0.87 1.45 0.54 -0.068
C -4.19130 0.68648 1.17456 -2.09 0.68 -1.97 -0.278
O -3.32730 0.01548 2.05156 -0.38 -0.23 0.44 -0.134
H -6.32230 0.48148 1.98856 0.57 -0.18 0.13 0.068
H -5.70430 -0.99352 1.22556 0.21 -0.36 -0.13 0.061
H -6.16730 0.44248 0.30056 -0.12 -0.10 -0.55 0.058
H -4.22630 1.77248 1.45356 -0.04 -0.78 -0.43 0.125
H -3.84430 0.61248 0.09456 0.09 0.07 1.69 0.095
H -3.86430 -0.01952 2.84756 0.43 -0.36 0.47 0.100
C 0.39170 -2.92652 -3.18144 2.27 1.08 -0.56 -0.057
C 0.21470 -1.67652 -2.34144 -0.44 0.75 -0.71 -0.295
O -0.82030 -0.88952 -2.95644 1.34 -1.54 -1.99 -0.107
H 1.36270 -3.37752 -3.01044 0.56 0.23 0.15 0.049
H 0.38470 -2.70752 -4.26144 -0.51 -0.11 0.41 0.091
H -0.20230 -3.72552 -2.88844 -1.96 -1.11 0.09 0.040
H 1.14770 -1.04852 -2.23444 -0.76 -0.80 -0.07 0.111
H -0.17530 -1.93052 -1.36644 0.42 -0.21 0.54 0.072
H -1.27530 -0.42552 -2.27344 -0.43 1.27 1.44 -0.007
C -2.81030 -3.11052 0.47056 -2.06 0.64 -0.17 -0.074
C -2.56630 -3.26252 -1.02644 0.46 1.00 0.18 -0.315
O -3.72530 -3.51052 -1.79944 -0.09 -1.19 0.42 -0.067
H -3.41130 -2.17652 0.79956 0.86 -1.49 -0.93 0.101
H -1.87230 -3.03152 0.91756 1.68 0.24 0.89 0.004
H -3.27630 -3.98752 0.93056 -0.15 -0.06 -0.16 0.081
H -1.71730 -3.95152 -1.24644 -0.80 -0.11 0.23 0.100
H -2.17330 -2.29452 -1.34644 -0.29 -0.05 -0.25 0.076
H -4.04730 -4.39652 -1.52444 0.14 0.84 -0.36 0.100
C -0.86430 2.36848 3.01356 0.69 -0.94 -0.40 -0.052
C -0.43730 1.44248 4.14556 3.05 1.05 0.07 -0.222
O 0.52570 0.42248 3.75656 -0.20 0.17 -0.90 -0.128
H -0.11430 2.79148 2.36256 0.99 -0.18 0.16 0.050
H -1.26230 3.23148 3.46456 -1.04 1.03 0.59 0.072
H -1.54830 1.91648 2.30056 -0.41 -0.17 0.45 0.051
H -1.26030 0.97948 4.55256 -2.10 -1.12 0.89 0.076
H 0.11970 1.92948 4.98656 -0.89 0.46 -0.72 0.133
H 0.72470 -0.12752 4.51656 -0.06 -0.11 0.14 0.105
C 1.85170 -4.83452 1.23756 0.14 0.92 0.42 -0.064
C 0.86270 -3.96352 0.42956 -0.38 -1.01 0.93 -0.290
O 0.67770 -2.78752 1.20156 -0.83 0.49 -0.29 -0.122
H 2.21970 -5.67852 0.70856 0.57 -0.48 -1.04 0.057
H 1.40570 -5.31452 2.07556 -0.93 -0.08 0.91 0.051
H 2.71570 -4.27352 1.70656 -0.94 -0.24 -1.02 0.090
H -0.08830 -4.49452 0.06956 0.82 0.41 1.39 0.123
H 1.26570 -3.72452 -0.50044 1.27 0.63 -1.59 0.051
H 0.11370 -2.10452 0.75856 0.54 -0.85 0.45 0.043
C 5.26170 -1.65552 -1.01644 -0.43 1.31 -0.89 -0.080
C 3.87370 -2.22452 -0.75344 0.33 0.29 1.52 -0.326
O 3.38870 -3.09452 -1.73744 0.10 -0.45 0.04 -0.067
H 5.40270 -1.18552 -2.01044 -0.45 -0.20 0.28 0.082
H 5.95170 -2.44452 -0.97944 1.07 -1.20 0.04 0.053
H 5.61570 -0.89452 -0.31144 -0.45 -0.21 0.19 0.063
H 3.12470 -1.50152 -0.42244 -0.08 0.50 -0.71 0.081
H 3.97370 -2.80352 0.17256 -0.02 -0.37 -0.24 0.109
H 3.44970 -2.68952 -2.60044 0.03 0.32 -0.27 0.079
C -0.47330 0.18648 0.10256 -4.30 0.61 -2.45 -0.585
O -1.48330 0.28848 -0.78944 2.82 -0.64 3.24 -0.097
N 0.70170 0.59948 -0.13744 4.05 0.96 -0.33 0.244
N -0.68130 -0.33152 1.29356 -2.30 -1.34 1.50 0.181
H 0.90770 1.06648 -0.97544 -0.25 0.74 -1.99 0.036
H 1.50570 0.67648 0.50056 -1.17 -0.20 0.23 0.076
H -1.71130 -0.43952 1.39856 1.15 -0.13 0.73 0.086
H -0.07630 -0.24452 2.13956 -0.57 0.11 -1.10 0.100
C 1.60670 1.47948 -3.71144 -1.52 1.71 4.61 -0.578
O 0.97970 1.89748 -2.55944 2.91 -1.87 -5.31 -0.107
N 2.70670 2.06448 -4.17144 3.58 1.70 0.20 0.138
N 1.27170 0.45448 -4.43444 -1.83 -3.27 -2.59 0.167
H 3.22470 2.52248 -3.41744 -0.49 0.60 -0.51 0.049
H 3.47270 1.60948 -4.74644 -2.15 0.17 0.71 0.144
H 0.46770 -0.09452 -4.13944 -0.35 0.25 0.06 0.073
H 1.63670 0.21548 -5.40644 -0.46 0.96 2.26 0.161
C -4.39730 -0.46752 -2.39544 -3.16 -1.37 -0.73 -0.179
O -4.34230 0.70648 -3.09744 -0.91 2.24 -0.03 -0.079
H -4.88730 -0.35452 -1.43744 -0.25 0.39 0.14 0.057
H -3.42130 -0.71452 -2.20544 2.21 -1.82 0.49 0.021
H -5.05730 -1.20352 -2.98644 1.39 0.35 1.01 0.118
H -3.85030 0.50848 -3.87344 0.63 0.11 -1.01 0.069
C 4.18970 1.94748 -1.24044 -0.77 -0.41 3.01 -0.171
O 4.48870 2.81548 -2.27244 0.62 0.93 -0.81 -0.122
H 4.96470 1.19748 -1.07344 -0.20 -0.36 -0.43 0.066
H 3.14770 1.53148 -1.26644 1.07 0.16 -0.83 0.084
H 4.14070 2.48648 -0.27244 0.11 -0.03 -0.31 0.078
H 5.17970 3.43348 -1.99044 -0.38 -0.26 -0.15 0.116
C -1.69130 -2.39152 3.61056 -1.28 0.48 0.53 -0.125
O -1.86130 -2.79552 5.01256 -0.11 0.05 -1.09 -0.137
H -1.72530 -1.26752 3.55156 -0.41 -1.12 -0.12 0.063
H -2.42530 -2.91952 2.96256 0.02 0.85 0.59 0.071
H -0.77030 -2.67652 3.13856 0.94 -0.42 0.66 0.051
H -2.81930 -2.91552 5.16556 0.86 0.13 -0.22 0.077
C 3.04170 -0.02552 2.00456 0.40 -0.56 -0.03 -0.127
O 2.57070 1.29948 1.79956 0.31 -0.11 -0.65 -0.164
H 4.04770 -0.06552 1.53356 -0.58 -0.12 0.37 0.086
H 2.40570 -0.85752 1.54656 0.52 1.13 0.68 0.079
H 3.12870 -0.14452 3.08656 0.17 -0.61 -0.16 0.084
H 1.93870 1.51248 2.48756 -0.30 -0.09 0.36 0.057
```
Positions in Å, forces in eV/Å.

Values from the calculation:
- lowest unoccupied orbital energy (eV) = 0.31
- Kohn-Sham gap (eV) = 8.95
- HOMO level (eV) = -8.64
- net charge = 0